112
Properties=species:S:1:pos:R:3 method="wB97M-V/def2-TZVPD" homo_ev="-7.25 / -7.25" homo_lumo_gap_ha="0.19848 / 0.19851" e_lumo_ev="-1.85 / -1.85" e_tot_ha=-7204.0295
Hf 0.1747 0.2683 0.1114
Cl -4.8405 5.0880 -6.1120
C -3.8988 4.5438 -4.7589
C -4.5193 3.9146 -3.6988
C -3.7606 3.4690 -2.6298
C -2.3756 3.6752 -2.5533
C -1.7802 4.2407 -3.6908
C -2.5235 4.6894 -4.7703
C -1.5538 3.1395 -1.4183
C -2.1308 2.6633 -0.2446
C -3.3711 3.1134 0.3659
C -3.5314 2.4113 1.5004
C -2.3974 1.5217 1.6167
C -2.2854 0.5501 2.6082
C -3.5187 0.2574 3.4060
C -4.6279 -0.2918 2.7661
C -5.7865 -0.5854 3.4733
C -5.8331 -0.3256 4.8318
Cl -7.2849 -0.6892 5.7237
C -4.7430 0.2130 5.4947
C -3.5884 0.4980 4.7766
C -1.1464 -0.2103 2.8685
N 0.0953 -0.0224 2.2945
C 0.9382 -0.9453 2.8959
C 2.2774 -1.1075 2.6007
C 3.0485 -2.1229 3.3748
C 3.1387 -2.0321 4.7609
C 3.8381 -2.9726 5.5036
C 4.4583 -4.0215 4.8486
Cl 5.3361 -5.2070 5.7721
C 4.3947 -4.1362 3.4686
C 3.6934 -3.1852 2.7419
C 2.9390 -0.3834 1.5968
C 4.3476 -0.4164 1.3606
C 4.6079 0.4889 0.3831
C 3.3613 1.0783 0.0105
N 2.3393 0.5202 0.7456
C 3.2196 2.1552 -0.8643
C 2.0101 2.7456 -1.2077
C 1.9076 4.0210 -1.8368
C 0.5911 4.2702 -2.0357
C -0.1350 3.1551 -1.5103
N 0.7355 2.2308 -0.9998
C 4.4537 2.7790 -1.4324
C 4.6375 2.8189 -2.8111
C 5.7625 3.4084 -3.3701
C 6.7118 3.9718 -2.5381
Cl 8.1216 4.7197 -3.2314
C 6.5546 3.9523 -1.1627
C 5.4282 3.3519 -0.6163
C 0.1852 -1.7453 3.8146
C -1.0907 -1.2968 3.7969
N -1.5252 1.7599 0.5872
H -5.5856 3.7301 -3.7265
H -4.2692 2.8840 -1.8859
H -0.7063 4.3030 -3.7713
H -2.0317 5.1261 -5.6317
H -3.9840 3.9317 0.0267
H -4.3164 2.5199 2.2353
H -4.5678 -0.5197 1.7045
H -6.6438 -1.0226 2.9768
H -4.8019 0.4090 6.5579
H -2.7314 0.9246 5.2866
H 2.6672 -1.1987 5.2695
H 3.9082 -2.8893 6.5815
H 4.8865 -4.9638 2.9716
H 3.6306 -3.2761 1.6627
H 5.0628 -1.0162 1.9051
H 5.5685 0.7351 -0.0455
H 2.7387 4.6768 -2.0449
H 0.1443 5.1768 -2.4114
H 3.8890 2.3752 -3.4583
H 5.9038 3.4304 -4.4422
H 7.3032 4.4088 -0.5294
H 5.2939 3.3457 0.4598
H 0.5769 -2.5721 4.3874
H -1.9309 -1.6798 4.3553
Br -5.3844 0.3335 -5.3472
C -3.7823 0.2705 -4.3365
C -2.6077 0.7388 -4.9036
C -1.4376 0.6911 -4.1577
C -1.4594 0.1726 -2.8731
C -2.6343 -0.2984 -2.3123
C -3.8117 -0.2455 -3.0518
C -2.6911 -0.8890 -0.9254
O -3.6838 -1.4740 -0.5457
O -1.6173 -0.7476 -0.1872
H -2.6095 1.1381 -5.9102
H -0.5064 1.0436 -4.5876
H -0.5207 0.0750 -2.3463
H -4.7224 -0.6308 -2.6142
C -0.4760 -4.8189 -2.1048
C 0.5329 -4.0276 -1.3032
C 1.9334 -4.5780 -1.5173
O 0.5343 -2.6705 -1.8087
B 0.6925 -1.8101 -0.7521
O 0.6072 -2.4840 0.4735
C 0.1656 -3.8510 0.2059
C -1.3221 -3.9204 0.4922
C 0.9037 -4.7793 1.1436
H -0.1503 -4.8669 -3.1469
H -1.4626 -4.3552 -2.0713
H -0.5558 -5.8420 -1.7234
H 2.1828 -4.4845 -2.5756
H 2.0040 -5.6308 -1.2322
H 2.6708 -4.0072 -0.9456
H -1.9034 -3.2546 -0.1383
H -1.4882 -3.6195 1.5298
H -1.6940 -4.9406 0.3638
H 1.9865 -4.6900 1.0602
H 0.6244 -5.8169 0.9338
H 0.6189 -4.5561 2.1750